{
  "formula": "C2H10BFGaN2O",
  "method": "wB97M-V/def2-TZVPD",
  "symbols": ["C", "C", "F", "Ga", "N", "B", "N", "O", "H", "H", "H", "H", "H", "H", "H", "H", "H", "H"],
  "coordinates": [[2.5950, -0.3158, -0.1554], [1.2480, -0.0895, -0.8351], [1.2417, -0.8109, -2.0688], [-0.3683, -0.6627, 0.3676], [-1.2014, -2.2789, -0.3471], [-1.6855, 1.0070, 0.4322], [-1.4350, 2.1216, 1.3729], [-2.8011, 1.1413, -0.4226], [2.4586, -0.8586, 0.7695], [3.2604, -0.9030, -0.7829], [3.0991, 0.6143, 0.0854], [1.1583, 0.9541, -1.1265], [0.1935, -0.9086, 1.8757], [-1.8422, -1.9823, -1.0726], [-1.7643, -2.6956, 0.3841], [-0.9699, 2.8505, 0.8340], [-0.7261, 1.7847, 2.0152], [-2.4608, 1.0324, -1.3258]],
  "atomic_forces_ev_per_a": [[-0.1, -0.1, 0.0], [-0.3, -0.4, 0.5], [0.1, 0.0, -0.2], [0.0, 0.0, -0.1], [0.5, 0.2, 0.1], [-0.2, -0.2, 0.2], [0.1, -0.5, -0.3], [0.6, 1.1, -0.5], [0.1, -0.2, 0.3], [0.1, 0.0, -0.3], [0.1, 0.3, 0.0], [0.0, 0.3, -0.2], [0.1, -0.1, 0.0], [-0.2, -0.1, -0.1], [-0.2, 0.0, 0.0], [-0.4, 0.4, 0.1], [0.1, 0.1, 0.1], [-0.5, -0.5, 0.4]],
  "total_charge": -1,
  "lumo_ev": 3.52,
  "e_tot_ev": -63035.6507,
  "homo_ha": -0.1225,
  "gap_ev": 6.85
}

=====

{
  "formula": "C3H5ClS",
  "method": "wB97M-V/def2-TZVPD",
  "symbols": ["C", "C", "C", "S", "Cl", "H", "H", "H", "H", "H"],
  "coordinates": [[0.1458, -1.3204, 0.3669], [1.0990, -0.7107, -0.3391], [-0.6973, 1.7189, 0.0345], [-1.4927, -1.5095, -0.1806], [-2.0337, 0.8185, 0.1971], [0.3196, -1.7121, 1.3569], [0.8934, -0.3734, -1.3423], [2.1030, -0.6135, 0.0236], [-0.3548, 1.9734, -0.9509], [0.0176, 1.7289, 0.8338]],
  "atomic_forces_ev_per_a": [[-1.0, -0.4, 0.1], [-0.3, 0.2, -0.3], [0.5, 0.0, -0.1], [0.5, -0.7, -0.2], [0.0, 0.5, 0.2], [0.3, 0.1, 0.2], [0.0, 0.0, -0.2], [0.3, 0.1, 0.2], [-0.2, 0.1, -0.3], [-0.1, 0.1, 0.4]],
  "e_above_lowest_ev": 3.075,
  "lumo_ev": [-0.48, -0.85],
  "e_tot_ev": -26545.8965,
  "homo_ha": [-0.3017, -0.3123],
  "gap_ev": [7.73, 7.65]
}

=====

{
  "formula": "C4H12NO",
  "method": "wB97M-V/def2-TZVPD",
  "symbols": ["C", "O", "H", "H", "H", "H", "C", "C", "C", "N", "H", "H", "H", "H", "H", "H", "H", "H"],
  "coordinates": [[-1.9599, -0.9655, 1.6042], [-1.5168, -2.0024, 0.6946], [-2.7783, -0.3483, 1.1492], [-2.3868, -1.4146, 2.5439], [-1.1268, -0.2867, 1.8271], [-1.0435, -2.6336, 1.2509], [2.4173, 0.9992, -0.5947], [0.9225, 0.9511, -0.6786], [0.0949, 1.9523, -0.7807], [0.3434, -0.3723, -0.6681], [2.6959, 2.0624, -0.4195], [2.6999, 0.4697, 0.3000], [2.9613, 0.5586, -1.4358], [-1.0197, 1.8471, -0.6686], [0.4745, 2.9781, -0.9040], [0.4777, -0.8718, 0.2504], [0.6375, -1.0353, -1.4094], [-0.7102, -0.3232, -0.6654]],
  "atomic_forces_ev_per_a": [[-1.0, 0.0, 0.4], [0.0, 0.6, 0.5], [0.7, -0.8, 0.1], [0.6, 0.5, -0.9], [-0.1, -0.1, 0.3], [-0.2, -0.2, -0.2], [-0.3, 1.0, 0.2], [1.2, 0.0, -0.9], [-1.6, 1.6, 0.3], [-1.8, -1.8, 1.6], [0.0, -0.8, -0.4], [0.4, -0.3, 0.4], [-0.2, 0.2, 0.0], [1.2, 0.0, -0.5], [-0.2, -0.6, 0.3], [0.2, 0.3, -1.0], [0.0, 0.6, 0.3], [1.1, -0.2, -0.4]],
  "e_above_lowest_ev": 1.851,
  "total_charge": 1,
  "lumo_ev": -3.46,
  "e_tot_ev": -7872.4398,
  "homo_ha": -0.5454,
  "gap_ev": 11.39
}

=====

{
  "formula": "C4H8O2",
  "method": "wB97M-V/def2-TZVPD",
  "symbols": ["C", "C", "O", "C", "C", "O", "H", "H", "H", "H", "H", "H", "H", "H"],
  "coordinates": [[-1.3341, 0.0938, 0.8876], [0.0523, 0.6117, 0.5643], [1.0753, -0.3437, 0.7117], [1.1019, -1.1745, -0.4272], [0.1712, 1.0920, -0.8693], [-0.7545, 1.1780, -1.6374], [-1.6459, -0.7024, 0.2068], [-1.3546, -0.2848, 1.9089], [-2.0598, 0.9014, 0.7942], [0.3133, 1.4511, 1.2185], [0.4953, -2.0549, -0.2751], [2.1524, -1.4294, -0.5533], [1.1932, 1.3988, -1.1677], [0.5940, -0.7372, -1.3620]],
  "atomic_forces_ev_per_a": [[-0.1, 0.0, 0.0], [-0.3, 0.3, 0.0], [-0.1, 0.3, -0.2], [-0.3, -0.5, -0.8], [-0.7, 1.2, -0.2], [0.2, 0.2, 0.1], [0.1, 0.1, 0.0], [0.0, 0.0, 0.0], [0.0, 0.0, 0.0], [-0.1, 0.0, 0.0], [0.0, -0.6, 0.3], [-0.2, -0.2, -0.5], [0.0, 0.0, 0.0], [1.4, -0.5, 1.2]],
  "e_above_lowest_ev": 2.046,
  "smiles": "CO[C@H](C)C=O",
  "lumo_ev": 0.95,
  "e_tot_ev": -8371.2355,
  "homo_ha": -0.3590,
  "gap_ev": 10.71
}

=====

{
  "formula": "C6H6NO3P",
  "method": "wB97M-V/def2-TZVPD",
  "symbols": ["C", "C", "C", "C", "C", "C", "N", "O", "O", "O", "P", "H", "H", "H", "H", "H", "H"],
  "coordinates": [[-3.3443, 1.4994, -1.1628], [0.6397, -2.2794, 3.7403], [-2.1059, 1.3450, -1.6247], [0.8337, -1.8293, 2.6384], [-0.9046, 1.1831, -2.0251], [1.3247, -1.3563, 1.4126], [0.7858, -1.1250, 0.2629], [1.3379, 1.3612, -0.4405], [1.8776, -0.6447, -2.0825], [3.2827, -0.1783, 0.0932], [1.9929, -0.0380, -0.6835], [-3.5925, 2.3276, -0.4475], [0.4085, -2.6212, 4.6448], [0.0068, 0.9807, -1.3508], [-0.6977, 1.6195, -2.9851], [-4.2216, 0.7347, -1.4168], [2.3763, -0.9792, 1.4271]],
  "atomic_forces_ev_per_a": [[-1.3, -0.9, -0.1], [0.5, 1.2, -2.7], [-2.2, -0.1, 0.9], [-0.6, -1.1, 0.5], [1.0, 0.4, 0.1], [0.9, 1.6, -2.4], [0.3, 0.2, 1.5], [0.4, -1.5, -0.6], [0.3, 0.8, 0.9], [0.6, -0.1, -0.4], [-1.0, 0.1, -0.4], [0.2, -0.7, -1.0], [-0.7, -1.1, 3.0], [-0.6, 0.0, -0.4], [0.4, 0.1, -0.5], [2.1, 1.6, 0.7], [-0.1, -0.4, 0.8]],
  "e_above_lowest_ev": 2.626,
  "total_charge": -2,
  "lumo_ev": 5.80,
  "e_tot_ev": -23237.5320,
  "homo_ha": -0.0160,
  "gap_ev": 6.24
}

=====

{
  "formula": "C16H22FNO3",
  "method": "wB97M-V/def2-TZVPD",
  "symbols": ["C", "C", "O", "C", "C", "C", "O", "C", "C", "C", "O", "H", "H", "H", "H", "H", "H", "H", "H", "H", "H", "H", "C", "C", "N", "F", "C", "C", "C", "C", "C", "C", "H", "H", "H", "H", "H", "H", "H", "H", "H", "H", "H"],
  "coordinates": [[-3.7841, -0.5685, 0.6775], [-2.8524, 0.5900, 0.8084], [-1.5534, -0.0087, 0.7463], [-0.5958, 0.8942, 0.9519], [0.7167, 0.1795, 1.3401], [2.0054, 0.9454, 1.0242], [2.0457, 2.1476, 1.2007], [2.9628, 0.0861, 0.4392], [2.4288, -1.3687, 0.5891], [0.8759, -1.2144, 0.7146], [-0.8239, 2.0862, 1.0234], [-4.8078, -0.2163, 0.7241], [-3.6339, -1.0959, -0.2690], [-3.6241, -1.2787, 1.4967], [-2.9421, 1.3146, 0.0051], [-2.9555, 1.0858, 1.7709], [3.1498, 0.3211, -0.6093], [3.9284, 0.1104, 0.9517], [2.7443, -2.1125, -0.2055], [2.8151, -1.7674, 1.5657], [0.4634, -2.1209, 1.2840], [0.4241, -1.1034, -0.2943], [0.3909, -2.4572, 4.3081], [0.0823, -1.2724, 5.1453], [0.0663, -0.0812, 4.6352], [0.5559, -0.0139, 2.6204], [-0.2065, 1.0908, 5.1803], [-0.2361, 2.3444, 4.4058], [-0.4827, 1.0276, 6.5303], [-0.4384, -0.1693, 7.1955], [-0.6884, -0.2032, 8.7315], [-0.1484, -1.3305, 6.5027], [0.3174, -3.3334, 4.9649], [-0.3044, -2.5751, 3.4750], [1.4073, -2.3979, 3.9138], [-0.5162, 3.1270, 5.1196], [0.7327, 2.5834, 3.9643], [-0.9748, 2.3092, 3.6022], [-0.7097, 1.9434, 6.9843], [-0.5992, -1.2207, 9.1217], [0.0360, 0.4278, 9.2674], [-1.6885, 0.1716, 8.9945], [-0.0673, -2.2657, 6.9491]],
  "atomic_forces_ev_per_a": [[-0.5, -0.4, 0.0], [-0.2, -0.6, -0.1], [0.4, 0.3, 0.1], [0.2, 1.3, 0.3], [-0.8, -1.2, -3.1], [-2.7, 3.1, 0.9], [0.7, -0.9, 0.0], [2.7, -3.1, -1.1], [-0.1, -0.7, 0.4], [0.7, -0.6, -1.1], [0.6, -1.2, -0.2], [-0.3, 0.0, 0.0], [0.0, 0.1, 0.1], [0.0, 0.1, -0.2], [-0.1, 0.1, 0.0], [0.0, 0.2, 0.0], [-0.1, 0.3, 0.0], [0.0, 0.5, -0.2], [-0.3, 1.1, 0.8], [-0.3, 0.2, -0.8], [0.1, 1.8, -0.8], [0.2, -0.7, 0.4], [0.1, -0.7, 0.2], [-0.2, 1.4, 1.4], [-0.2, 1.0, -1.5], [0.7, 0.4, 1.6], [0.0, -2.5, 1.3], [-0.1, 0.6, 0.0], [0.0, 0.5, -0.6], [-0.2, -0.5, 2.1], [0.1, 0.1, -0.7], [-0.1, 0.4, -0.2], [0.1, 0.0, -0.4], [0.0, 0.1, 0.1], [-0.1, 0.0, -0.1], [0.1, 0.2, -0.4], [-0.1, 0.0, 0.0], [0.1, 0.0, 0.0], [-0.4, 1.1, 1.2], [0.0, 0.1, -0.1], [-0.1, -0.2, -0.3], [0.2, -0.1, -0.2], [-0.1, -1.4, 1.3]],
  "e_above_lowest_ev": 0.000,
  "smiles": "CCOC(=O)[C@@]1(F)CCCC1=O.Cc1cc(C)nc(C)c1",
  "lumo_ev": 0.73,
  "e_tot_ev": -27297.0400,
  "homo_ha": -0.2918,
  "gap_ev": 8.67
}

=====

{
  "formula": "C4H4NO3S",
  "method": "wB97M-V/def2-TZVPD",
  "symbols": ["C", "C", "C", "C", "N", "O", "O", "O", "S", "H", "H", "H", "H"],
  "coordinates": [[0.1050, 0.2620, -0.0416], [0.9989, -0.7950, 0.0779], [-1.2491, 0.6346, 0.0060], [2.4331, -0.2068, -0.2279], [-2.2234, -0.3177, 0.2480], [-1.6648, 1.7948, -0.2542], [-4.6909, -0.5712, 0.6629], [0.9509, -1.9584, 0.3232], [-3.6214, 0.3625, 0.2566], [0.5878, 1.2035, -0.3225], [2.3553, 0.7915, -0.5924], [3.0024, -0.9026, -0.8582], [3.0164, -0.2973, 0.7221]],
  "atomic_forces_ev_per_a": [[-1.5, 2.8, -0.3], [2.4, 2.2, -1.1], [0.9, 0.7, -1.0], [0.5, -1.8, 1.3], [-2.6, -1.1, 0.9], [0.7, 0.2, 0.2], [0.7, 0.5, -0.4], [-1.0, -3.1, 0.9], [0.2, -1.4, 0.4], [0.0, -0.4, 0.2], [0.6, 0.5, -0.3], [-0.4, 0.3, -0.4], [-0.5, 0.6, -0.4]],
  "e_above_lowest_ev": 2.994,
  "total_charge": -1,
  "lumo_ev": [2.55, 2.55],
  "e_tot_ev": -22680.2756,
  "homo_ha": [-0.1498, -0.1497],
  "gap_ev": [6.62, 6.62]
}

=====

{
  "formula": "C9H18OSi",
  "method": "wB97M-V/def2-TZVPD",
  "symbols": ["C", "C", "C", "C", "C", "C", "C", "C", "C", "O", "Si", "H", "H", "H", "H", "H", "H", "H", "H", "H", "H", "H", "H", "H", "H", "H", "H", "H", "H"],
  "coordinates": [[0.4137, -1.7662, -0.5727], [0.7925, -0.5325, -0.9526], [-3.7421, -0.9689, -0.2607], [-3.9795, -0.1904, 1.0041], [-4.0126, 0.5667, -0.3955], [1.6592, 0.8168, 1.7025], [3.6853, -1.1603, 0.0454], [2.8696, 1.7454, -1.0650], [-2.8798, 1.4500, -0.8344], [-1.7516, 1.3616, -0.2250], [2.2405, 0.2029, -0.0814], [-0.5866, -2.2500, -0.9324], [0.8282, -2.3502, 0.2141], [0.4505, -0.0679, -1.8106], [-2.7761, -1.3280, -0.4831], [-4.4904, -1.7475, -0.5343], [-4.9847, -0.3237, 1.4966], [-3.1269, 0.1326, 1.6447], [-4.9313, 0.8101, -0.8609], [2.4454, 1.1900, 2.3271], [1.0518, 1.7095, 1.5391], [1.0416, 0.2617, 2.3814], [3.4422, -2.1737, 0.0610], [4.3058, -0.8684, -0.8096], [4.4711, -1.0419, 0.8956], [3.8688, 1.8535, -0.8328], [2.9867, 1.3179, -2.1068], [2.3676, 2.6991, -1.1191], [-1.6589, 0.6517, 0.5652]],
  "atomic_forces_ev_per_a": [[-3.1, 0.3, -1.3], [1.3, -2.4, 1.6], [-1.2, 0.3, 0.8], [-0.7, 0.7, -0.9], [1.5, -1.7, 1.1], [-0.1, 0.5, -1.3], [1.5, 3.5, 1.1], [-1.2, -2.6, -1.5], [-1.0, -0.1, -0.3], [0.5, -1.9, 2.1], [0.8, 0.5, 2.0], [2.0, 0.8, 0.1], [0.7, 0.0, 0.7], [-1.4, 0.9, -1.4], [1.2, 0.0, -0.1], [0.3, 1.2, 0.0], [1.4, 0.3, -0.5], [-0.8, -0.5, -0.4], [-0.8, 0.3, 0.0], [0.9, 0.1, 0.2], [-0.1, 0.2, -0.4], [-0.3, -1.1, 0.0], [-0.7, -1.6, -0.4], [-0.1, -0.6, -0.3], [-1.7, 0.2, -1.0], [2.3, 0.7, 1.0], [-0.5, 0.6, 0.7], [-0.4, 0.0, 0.2], [-0.4, 1.6, -1.8]],
  "e_above_lowest_ev": 4.849,
  "lumo_ev": 0.71,
  "e_tot_ev": -19545.1539,
  "homo_ha": -0.2958,
  "gap_ev": 8.76
}

=====

{
  "formula": "C27H30N2O5",
  "method": "wB97M-V/def2-TZVPD",
  "symbols": ["C", "C", "O", "C", "C", "C", "C", "C", "O", "O", "H", "H", "H", "H", "H", "H", "H", "H", "H", "H", "H", "C", "O", "C", "C", "C", "C", "N", "C", "C", "C", "C", "C", "C", "C", "C", "C", "C", "O", "N", "C", "C", "C", "C", "C", "H", "H", "H", "H", "H", "H", "H", "H", "H", "H", "H", "H", "H", "H", "H", "H", "H", "H", "H"],
  "coordinates": [[1.9368, -2.5186, 2.1084], [0.4419, -2.4760, 2.2130], [0.0903, -1.3052, 3.0232], [-1.1876, -1.1249, 3.1642], [-1.5529, 0.1551, 3.9101], [-0.2858, 0.6057, 4.5566], [-1.9701, 1.1578, 2.6891], [-1.3096, 2.4890, 2.6095], [-2.6916, 0.7136, 1.8091], [-1.9208, -1.8976, 2.4745], [2.2187, -3.4563, 1.6240], [2.3378, -1.6883, 1.5177], [2.4033, -2.5139, 3.0916], [-0.0077, -2.3508, 1.2333], [0.0484, -3.3817, 2.6849], [0.1926, -0.2326, 5.0996], [0.3980, 0.8863, 3.7411], [-0.4430, 1.4721, 5.2102], [-0.2305, 2.5535, 2.7947], [-1.5277, 2.8903, 1.6207], [-1.8257, 3.1331, 3.3160], [-3.5086, 6.3345, 10.9044], [-2.1631, 5.8323, 11.1013], [-1.8922, 4.5735, 10.6555], [-0.7121, 3.9436, 11.1257], [-0.4943, 2.6018, 10.8644], [-1.3841, 1.8775, 10.0614], [-1.1363, 0.5101, 9.8355], [-1.5901, -0.2415, 8.7709], [-1.6567, 0.2906, 7.3865], [-2.3481, -0.5715, 6.4337], [-2.4593, -0.4771, 4.9629], [-3.2717, -1.6608, 4.4961], [-3.6886, -1.6077, 3.1344], [-4.3734, -2.6838, 2.5092], [-4.8208, -3.7238, 3.2718], [-4.6038, -3.6885, 4.6435], [-3.8426, -2.6792, 5.2542], [-1.1660, 1.4308, 7.1309], [-1.2738, -1.5299, 9.0637], [-1.4814, -2.6969, 8.2182], [-0.6704, -1.6136, 10.3112], [-0.5637, -0.3306, 10.7910], [-2.5065, 2.5188, 9.5232], [-2.7494, 3.8633, 9.7796], [-3.4836, 7.3227, 11.3653], [-3.7407, 6.4111, 9.8318], [-4.2486, 5.6888, 11.4054], [-0.0231, 4.5236, 11.7415], [0.3813, 2.1099, 11.2941], [-3.2076, -1.0449, 6.9845], [-2.8726, 0.6103, 4.6185], [-3.7122, -0.6640, 2.5866], [-4.5357, -2.6220, 1.4405], [-5.4009, -4.5235, 2.8555], [-5.0185, -4.4371, 5.3082], [-3.6967, -2.7051, 6.3532], [-0.9126, -3.5164, 8.6625], [-2.5410, -2.9833, 8.2016], [-1.1405, -2.5190, 7.1868], [-0.3404, -2.5395, 10.7176], [-0.1009, 0.0253, 11.6801], [-3.2071, 1.9729, 8.8962], [-3.6391, 4.3449, 9.3633]],
  "atomic_forces_ev_per_a": [[0.4, -0.1, 0.0], [0.3, 0.3, 0.2], [1.8, -1.2, 0.1], [-0.9, -1.2, -4.8], [3.5, -3.0, -1.5], [1.5, 1.1, -0.2], [-0.5, -2.2, -0.1], [-0.2, 0.7, -0.5], [1.0, 1.7, 0.8], [3.2, 2.0, 1.4], [0.0, 0.1, -0.1], [-0.1, -0.1, 0.1], [0.0, 0.1, 0.1], [-0.2, -0.1, 0.0], [-0.1, 0.3, -0.1], [-0.4, 0.7, 0.0], [0.1, -0.1, 0.5], [0.0, -0.5, -0.1], [-0.5, -0.3, 0.1], [0.0, 0.0, 0.0], [0.1, 0.2, 0.4], [0.7, -0.3, 0.0], [-0.4, -0.1, -0.2], [-0.1, -0.8, -0.4], [-0.8, 0.5, 0.1], [0.0, -0.1, -0.3], [-0.2, 1.4, 0.1], [-0.3, -1.6, 0.0], [1.7, 0.2, 0.8], [-2.3, -0.1, -3.6], [1.4, 1.8, 3.3], [-3.9, 2.8, 0.5], [-2.5, 0.9, -0.9], [-2.2, -0.6, 0.2], [0.1, 1.3, 0.4], [0.0, -0.1, 0.8], [0.2, -0.1, 0.9], [0.5, -0.1, 0.2], [0.4, -0.7, 1.1], [-0.2, 0.0, 0.4], [0.0, -0.5, 0.1], [-0.2, 1.9, -0.3], [-0.6, -1.1, -1.4], [0.3, -0.2, 0.0], [0.3, 0.3, 0.8], [-0.2, -0.2, -0.1], [0.0, 0.1, 0.3], [0.3, 0.2, -0.2], [-0.2, -0.2, -0.1], [-0.2, 0.2, -0.3], [1.2, -0.1, -1.0], [-2.5, -1.7, 2.3], [0.3, -0.6, 0.4], [-0.2, 0.0, 0.0], [-0.1, -0.3, -0.2], [-0.1, -0.1, -0.2], [-0.1, -0.2, -1.0], [-0.1, 0.1, 0.0], [0.4, 0.1, -0.1], [-0.2, 0.2, 0.4], [0.1, -0.4, 0.2], [-0.1, 0.2, 0.4], [0.2, 0.0, 0.1], [0.4, -0.3, 0.2]],
  "e_above_lowest_ev": 9.115,
  "lumo_ev": 0.04,
  "e_tot_ev": -41695.6998,
  "homo_ha": -0.2226,
  "gap_ev": 6.09
}